A cluster of 2 separate species, C3H10NOS in total in a non-equilibrium geometry, computed with ωB97M-V with the def2-TZVPD basis set.

Last column: natural (NBO) charge in e.
Element x y z (Å)
C: -1.48 0.43 -0.84  -0.64
C: -1.67 0.44 0.74  -0.53
S: -3.40 0.80 1.18  -0.08
H: -1.50 1.43 -1.26  0.20
H: -2.11 -0.26 -1.43  0.19
H: -0.39 0.16 -1.04  0.25
H: -1.32 -0.58 1.07  0.22
H: -0.98 1.20 1.17  0.27
H: -3.70 -0.40 0.67  0.11
N: 2.57 -1.39 0.06  -0.89
C: 2.50 0.08 -0.19  0.12
O: 1.86 0.81 0.73  -0.97
H: 2.62 -1.56 1.04  0.34
H: 1.48 -1.73 -0.23  0.30
H: 3.52 0.40 -0.53  0.05
H: 2.00 0.18 -1.14  0.05

The value obtained for the HOMO-LUMO gap is 0.2006 Eh. The LUMO energy is 0.110 Ha. As for the spin multiplicity: 1. As for the charge: -1. The calculation puts the calculated total energy at -648.4362 hartree.

***

An isolated molecule of CH2NO2P in a non-equilibrium geometry, computed with ωB97M-V with the def2-TZVPD basis set.

Last column: natural (NBO) charge in e.
Element x y z (Å)
C: 0.48 -1.02 -0.68  -0.11
N: 0.96 0.07 -0.80  -0.46
P: -0.34 1.22 0.49  2.09
O: -1.20 0.23 1.06  -1.03
O: -0.49 2.64 0.92  -0.95
H: 1.02 -1.86 -1.02  0.21
H: -0.44 -1.27 0.03  0.25

The value obtained for the HOMO-LUMO gap (spin up / spin down) is 0.3366 / 0.3366 Eh. The LUMO energy (spin up / spin down) is -0.057 / -0.057 Ha. As for the spin multiplicity: 1. The calculation puts the calculated total energy at -585.8350 hartree. As for the SMILES: C=NP(=O)=O.

***

A cluster of 2 separate species, CH7N in total in a non-equilibrium geometry, computed with ωB97M-V with the def2-TZVPD basis set.

Last column: natural (NBO) charge in e.
Element x y z (Å)
C: -2.01 -2.24 0.97  -0.88
H: -3.24 -1.86 0.79  0.22
H: -2.15 -2.95 1.89  0.22
H: -1.52 -2.92 0.24  0.22
H: -1.30 -1.27 1.04  0.23
N: 2.05 2.30 -0.90  -1.10
H: 2.32 1.32 -0.68  0.37
H: 1.03 2.37 -1.02  0.36
H: 2.53 2.72 -1.79  0.37

The value obtained for the HOMO-LUMO gap is 0.3943 Eh. The LUMO energy is 0.032 Ha. As for the spin multiplicity: 1. The calculation puts the calculated total energy at -96.9944 hartree. As for the SMILES: C.N.

***

A structure of composition BrO2S2 in a non-equilibrium geometry, computed with ωB97M-V with the def2-TZVPD basis set.

Last column: natural (NBO) charge in e.
Element x y z (Å)
O: 0.17 0.92 1.03  -0.88
O: -0.80 -1.08 -0.02  -0.88
S: 1.72 -0.21 -1.14  -0.44
S: 0.07 0.07 -0.14  1.89
Br: -1.53 1.78 -1.98  -0.69

The value obtained for the HOMO-LUMO gap (spin up / spin down) is 0.2667 / 0.2667 Eh. The LUMO energy (spin up / spin down) is 0.078 / 0.079 Ha. As for the spin multiplicity: 1. As for the charge: -1. The calculation puts the calculated total energy at -3520.9390 hartree.

***

A cluster of 2 separate species, C18H20ClNO2S in total in a non-equilibrium geometry, computed with ωB97M-V with the def2-TZVPD basis set.

Last column: natural (NBO) charge in e.
Element x y z (Å)
C: -2.58 -3.65 2.51  -0.42
C: -3.49 -2.53 1.98  -0.42
C: -2.59 -1.43 1.39  -0.23
N: -1.22 -1.94 1.51  -0.29
C: -0.19 -1.21 1.16  0.32
C: 1.14 -1.74 1.36  -0.15
C: 1.47 -3.03 0.87  -0.16
C: 2.61 -3.67 1.32  -0.22
C: 3.50 -2.99 2.16  -0.17
C: 3.24 -1.67 2.56  -0.21
C: 2.08 -1.03 2.14  -0.14
C: -1.13 -3.26 2.17  -0.23
H: -2.66 -3.70 3.60  0.22
H: -2.81 -4.65 2.12  0.23
H: -4.20 -2.90 1.24  0.23
H: -4.05 -2.11 2.82  0.23
H: -2.84 -1.17 0.35  0.25
H: -2.71 -0.52 2.00  0.22
H: -0.38 -0.17 0.90  0.26
H: 0.82 -3.51 0.14  0.22
H: 2.79 -4.71 1.03  0.23
H: 4.42 -3.47 2.48  0.23
H: 3.94 -1.12 3.20  0.23
H: 1.83 0.00 2.45  0.23
H: -0.50 -3.20 3.07  0.23
H: -0.70 -4.01 1.49  0.23
Cl: 0.85 -0.55 -1.50  -0.03
C: 0.44 1.06 -1.21  -1.01
S: 1.35 2.25 -2.15  2.13
C: 0.37 3.69 -2.74  -0.27
C: -0.55 3.51 -3.78  -0.19
C: -1.04 4.63 -4.46  -0.22
C: -0.65 5.92 -4.08  -0.21
C: 0.21 6.09 -2.99  -0.22
C: 0.69 4.98 -2.29  -0.20
O: 2.28 2.81 -1.17  -0.99
O: 1.84 1.66 -3.38  -0.96
H: 0.24 1.38 -0.19  0.17
H: -0.88 2.50 -4.05  0.23
H: -1.74 4.48 -5.30  0.21
H: -1.01 6.79 -4.64  0.21
H: 0.51 7.10 -2.68  0.21
H: 1.30 5.11 -1.40  0.24

The value obtained for the HOMO-LUMO gap is 0.1475 Eh. The LUMO energy is -0.054 Ha. As for the spin multiplicity: 1. The calculation puts the calculated total energy at -1761.3351 hartree.

***

An isolated molecule of C9H13NOS in a non-equilibrium geometry, computed with ωB97M-V with the def2-TZVPD basis set.

Last column: natural (NBO) charge in e.
Element x y z (Å)
C: 3.52 0.34 0.18  -0.25
C: 2.81 1.40 0.61  -0.20
C: 2.92 -0.65 -0.55  -0.20
C: 1.47 1.53 0.44  -0.23
C: 1.55 -0.55 -0.82  -0.25
C: 0.78 0.55 -0.31  -0.28
C: -1.25 -0.16 -2.03  -0.53
C: -2.36 0.23 1.58  -0.43
C: -1.90 -1.79 0.16  -0.45
N: -1.52 -0.50 0.68  -0.63
O: -1.40 2.29 0.01  -0.63
S: -0.95 0.64 -0.66  1.34
H: 4.65 0.30 0.28  0.22
H: 3.34 2.07 1.35  0.22
H: 3.43 -1.48 -1.07  0.22
H: 0.76 2.28 0.87  0.25
H: 1.05 -1.36 -1.35  0.21
H: -2.35 -0.24 -2.03  0.22
H: -0.87 0.18 -2.97  0.22
H: -3.16 0.82 1.01  0.18
H: -2.86 -0.32 2.37  0.20
H: -1.74 0.95 2.04  0.21
H: -2.25 -2.48 0.95  0.21
H: -2.73 -1.91 -0.58  0.17
H: -0.92 -2.14 -0.17  0.21

The value obtained for the HOMO-LUMO gap (spin up / spin down) is 0.1691 / 0.2066 Eh. The LUMO energy (spin up / spin down) is -0.008 / -0.113 Ha. As for the spin multiplicity: 3. The calculation puts the calculated total energy at -878.5475 hartree.

***

An isolated molecule of C15H15N5O2S in a non-equilibrium geometry, computed with ωB97M-V with the def2-TZVPD basis set.

Last column: natural (NBO) charge in e.
Element x y z (Å)
C: 2.42 -3.77 4.49  -0.57
C: 1.86 -4.95 3.83  -0.42
C: 0.62 -4.78 3.56  -0.48
C: 0.26 -3.88 2.55  0.18
N: -0.46 -2.78 2.74  -0.22
N: -0.29 -2.07 1.37  -0.34
C: 0.36 -2.60 0.42  0.14
N: 0.47 -1.94 -0.77  -0.61
C: -0.05 -0.91 -1.37  0.70
O: 0.31 -0.62 -2.48  -0.57
C: -0.44 0.25 -0.18  -0.23
N: -0.95 1.42 -0.90  -0.42
C: -1.77 1.60 -1.78  0.30
N: -2.25 2.65 -2.24  -0.44
C: -1.33 3.89 -2.02  0.13
C: -1.66 4.97 -2.73  -0.19
C: -0.83 6.10 -2.79  -0.17
C: 0.15 5.97 -1.72  -0.24
C: 0.63 4.80 -1.10  -0.11
C: -0.42 3.58 -1.21  -0.17
C: -0.07 2.42 -0.62  0.62
O: 0.79 2.23 0.29  -0.62
S: 0.96 -4.09 0.81  0.30
H: 1.83 -3.57 5.21  0.20
H: 2.61 -3.01 3.65  0.20
H: 3.30 -3.99 4.86  0.21
H: 1.89 -5.80 4.47  0.22
H: 2.47 -5.34 2.99  0.21
H: 0.07 -5.79 3.27  0.23
H: -0.12 -4.52 4.44  0.25
H: 1.06 -2.59 -1.49  0.41
H: 0.01 0.36 0.65  0.25
H: -1.55 -0.35 0.01  0.21
H: -2.58 0.70 -1.78  0.16
H: -2.52 4.94 -3.65  0.24
H: -0.95 7.08 -3.03  0.23
H: 0.87 6.94 -1.67  0.20
H: 1.51 4.66 -0.64  0.22

The value obtained for the HOMO-LUMO gap is 0.3144 Eh. The LUMO energy is -0.007 Ha. As for the spin multiplicity: 1. The calculation puts the calculated total energy at -1402.6263 hartree. As for the SMILES: CCCc1nnc(NC(=O)Cn2cnc3ccccc3c2=O)s1.

***

The ion C6H5INO2 with charge -1 in a non-equilibrium geometry, computed with ωB97M-V with the def2-TZVPD basis set.

Last column: natural (NBO) charge in e.
Element x y z (Å)
C: 1.24 0.06 -1.50  -0.27
C: 0.09 0.72 -1.38  -0.12
C: 1.91 -0.58 -0.37  -0.04
C: -1.29 -0.33 2.13  0.67
C: -0.63 0.86 -0.08  -0.61
C: -0.80 -0.43 0.65  0.01
N: 1.44 -1.01 0.70  -0.34
O: -2.09 -1.20 2.44  -0.72
O: -0.88 0.68 2.70  -0.73
I: -1.66 -2.01 -0.43  0.12
H: 1.74 -0.01 -2.46  0.20
H: -0.38 1.15 -2.26  0.20
H: 3.00 -0.71 -0.52  0.15
H: -0.07 1.49 0.63  0.28
H: -1.61 1.33 -0.24  0.22

The value obtained for the HOMO-LUMO gap (spin up / spin down) is 0.2681 / 0.2734 Eh. The LUMO energy (spin up / spin down) is 0.106 / 0.106 Ha. As for the spin multiplicity: 1. As for the charge: -1. The calculation puts the calculated total energy at -734.5175 hartree.

***

Q: Number 8 is which compound?
A: C6H5INO2

***

Q: Among the records above, which one has the highest calculated total energy?
A: CH7N

***

Q: Which formula does entry 4 have?
A: BrO2S2

***

What did the fourth record say?
A structure of composition BrO2S2 in a non-equilibrium geometry, computed with ωB97M-V with the def2-TZVPD basis set.

Last column: natural (NBO) charge in e.
Element x y z (Å)
O: 0.17 0.92 1.03  -0.88
O: -0.80 -1.08 -0.02  -0.88
S: 1.72 -0.21 -1.14  -0.44
S: 0.07 0.07 -0.14  1.89
Br: -1.53 1.78 -1.98  -0.69

The value obtained for the HOMO-LUMO gap (spin up / spin down) is 0.2667 / 0.2667 Eh. The LUMO energy (spin up / spin down) is 0.078 / 0.079 Ha. As for the spin multiplicity: 1. As for the charge: -1. The calculation puts the calculated total energy at -3520.9390 hartree.